67
Properties=species:S:1:pos:R:3:forces:R:3 method="wB97M-V/def2-TZVPD" e_homo_ev=-10.92 total_charge=+1 e_lumo_ev=-4.06
O -0.5169 -4.0507 4.0462 0.00 0.81 -0.67
C -1.1597 -3.2703 3.0049 0.42 -0.42 0.27
C -0.0922 -2.2620 2.4253 0.36 -0.23 -0.35
C -0.4071 -1.6985 1.0105 -0.96 1.45 -2.25
C -1.6623 -0.9359 0.7192 1.48 -0.11 -1.30
C -2.8054 -0.6566 1.7523 -0.29 0.25 -1.67
C -4.1209 -1.3912 1.1933 0.61 -0.07 1.17
C -3.9999 -2.9525 1.1445 -1.78 0.00 -0.03
F -3.2579 -3.4348 0.0278 -0.19 0.65 1.22
C -1.8827 -0.4054 -0.6441 0.74 -0.96 1.84
N -0.9950 -0.5944 -1.6888 -0.29 -0.91 2.75
C 0.1645 -1.3031 -1.4713 0.58 -0.83 1.25
C 0.5235 -1.8738 -0.1656 -2.62 1.36 1.05
P 2.1367 -2.8151 -0.0632 1.07 0.23 -1.20
O 3.0719 -2.0308 1.1097 -1.11 -1.08 -0.69
Br 1.5968 -4.9131 0.6582 -0.12 0.97 0.19
H 0.2862 -3.5723 4.3178 -0.46 -0.36 -0.02
H -1.5115 -3.9906 2.2165 0.43 0.69 0.66
H -2.0576 -2.7838 3.4703 0.90 -0.19 -0.56
H 0.1092 -1.4578 3.1971 -0.49 -0.44 -1.10
H 0.8791 -2.8398 2.3490 -1.16 0.59 0.05
H -2.9993 0.4586 1.7140 0.26 -1.22 0.28
H -2.5624 -0.9357 2.8054 -0.06 0.23 -1.10
H -4.9344 -1.1604 1.9453 0.69 -0.30 -0.95
H -4.4198 -0.9589 0.1992 0.23 -0.59 0.97
H -5.0492 -3.3566 1.0070 1.17 0.37 0.03
H -3.6438 -3.3953 2.1202 0.06 0.53 -1.30
H -2.8207 0.1748 -0.8474 1.23 -0.62 0.01
H -1.2718 -0.2043 -2.5952 0.75 -0.13 0.31
H 0.8364 -1.4579 -2.3545 -0.79 0.28 0.99
H 3.9718 -2.3974 0.9677 -0.54 0.38 0.21
C 1.3757 2.4727 -2.8441 0.38 0.28 0.26
O 0.4914 1.6286 -2.8931 -0.01 -0.32 0.30
N 2.4763 2.4039 -2.0672 -0.47 0.09 -0.41
C 3.4828 3.4504 -2.0639 0.06 -0.16 0.13
C 2.6607 1.2489 -1.2078 -0.27 -0.03 -0.11
H 1.3349 3.3876 -3.4546 0.01 -0.02 0.03
H 4.4419 3.0255 -2.3668 0.03 0.16 0.03
H 3.5685 3.8612 -1.0559 0.10 0.09 -0.09
H 3.2137 4.2504 -2.7531 -0.05 -0.10 0.03
H 2.6879 0.3449 -1.8210 0.07 -0.05 0.13
H 1.8183 1.1765 -0.5158 0.09 -0.10 0.06
H 3.5889 1.3373 -0.6459 -0.06 0.06 -0.08
C 0.7206 3.2549 -7.5975 -0.04 -0.09 -0.02
O 0.0142 3.7123 -8.4709 -0.03 -0.20 0.11
N 0.5766 2.0254 -7.0384 0.26 0.39 0.03
C 1.4608 1.5454 -5.9959 -0.33 -0.23 -0.27
C -0.4977 1.1666 -7.5011 -0.03 0.27 -0.17
H 1.5654 3.8258 -7.1756 0.05 -0.06 0.06
H 1.9577 0.6342 -6.3402 0.14 0.03 0.15
H 0.8720 1.3259 -5.1054 0.18 -0.07 0.01
H 2.2165 2.2927 -5.7502 -0.05 0.01 -0.11
H -0.3765 0.9824 -8.5703 -0.15 -0.07 0.05
H -1.4543 1.6682 -7.3405 -0.03 -0.13 -0.09
H -0.4858 0.2193 -6.9628 0.09 0.09 0.00
C 0.0013 1.4831 4.7779 0.10 -0.01 0.39
O -0.7792 1.1004 3.9206 -0.05 -0.29 -0.02
N 0.0703 1.0019 6.0390 0.12 0.27 -0.49
C 1.0271 1.5082 7.0056 -0.17 -0.17 0.07
C -0.8420 -0.0545 6.4391 -0.10 0.09 -0.26
H 0.7351 2.2803 4.5786 0.00 0.00 0.05
H 1.6720 0.6901 7.3335 0.06 0.13 0.10
H 0.4881 1.9133 7.8645 0.17 0.03 0.04
H 1.6425 2.2939 6.5681 -0.09 -0.06 -0.04
H -0.6930 -0.9234 5.7935 -0.12 -0.06 0.11
H -1.8699 0.2941 6.3222 0.00 -0.15 0.05
H -0.6668 -0.3356 7.4762 0.05 0.07 -0.09

---

70
Properties=species:S:1:pos:R:3:forces:R:3 method="wB97M-V/def2-TZVPD" e_homo_ev="-12.99 / -13.76" total_charge=+2 spin_multiplicity=5 s_squared=6.046 e_lumo_ev="-6.73 / -8.51" relative_energy_kcal_mol=10.6
Os -1.1783 0.8242 0.1549 0.42 -0.92 0.19
C -4.7068 -1.5057 3.3446 0.07 0.14 -0.17
S -5.1913 0.0706 2.6009 -0.09 -0.09 0.13
C -3.8157 0.5089 1.6800 0.39 0.19 -0.35
S -2.3823 -0.5234 1.6048 0.30 0.25 -0.12
N -3.8959 1.6468 1.0526 -0.86 0.07 0.46
N -2.8276 1.9761 0.3117 0.02 0.62 -0.42
C -2.8561 3.0721 -0.3866 -0.22 -0.33 0.27
C -1.7099 3.3451 -1.2200 0.34 0.15 -0.33
C -1.6534 4.4157 -2.1014 -0.20 -0.15 0.24
C -0.5505 4.5472 -2.9292 0.20 -0.06 -0.06
C 0.4720 3.6130 -2.8451 -0.20 0.16 -0.03
C 0.3620 2.5744 -1.9360 0.09 0.00 0.04
N -0.6949 2.4419 -1.1363 -0.07 0.21 -0.18
H -5.5468 -1.7895 3.9737 0.00 0.00 0.02
H -3.8132 -1.3822 3.9502 -0.04 -0.04 0.07
H -4.5536 -2.2590 2.5763 -0.03 -0.04 0.03
H -3.7345 3.7059 -0.3702 -0.02 0.00 0.05
H -2.4787 5.1137 -2.1390 0.02 0.01 -0.03
H -0.4921 5.3617 -3.6383 -0.01 0.02 0.02
H 1.3430 3.6756 -3.4814 0.02 -0.01 0.02
H 1.1438 1.8296 -1.8490 -0.08 0.01 0.04
C -1.1032 -3.6331 -2.4709 0.03 -0.07 -0.05
N -1.4208 -2.2257 -2.2453 -0.02 -0.29 -0.12
C -2.3659 -1.4633 -2.7784 -0.01 0.29 0.15
S -2.5555 0.1696 -2.2314 0.22 0.11 0.26
N -3.2030 -1.8476 -3.7306 -0.05 -0.19 -0.11
C -3.2596 -3.0885 -4.5017 -0.01 -0.11 -0.01
H -0.6454 -4.0180 -1.5621 -0.01 0.01 0.01
H -0.3969 -3.7560 -3.2930 -0.03 -0.01 0.01
H -1.9960 -4.2166 -2.6703 0.05 0.02 0.10
H -0.8106 -1.7466 -1.6080 0.07 0.14 0.06
H -3.8975 -1.1577 -3.9650 -0.02 0.07 0.04
H -2.2646 -3.4430 -4.7549 -0.05 0.06 -0.05
H -3.7920 -2.8797 -5.4251 0.02 0.04 -0.01
H -3.8052 -3.8662 -3.9666 0.02 0.01 -0.02
C 0.3806 4.3256 1.3695 -0.09 -0.21 0.07
S -0.0099 2.7300 2.1266 -0.02 -0.02 -0.02
C -1.3539 3.2333 3.2288 0.12 -0.08 -0.20
H -0.4888 4.7285 0.8514 0.03 0.05 0.00
H 1.1995 4.1699 0.6703 0.00 0.01 -0.01
H 0.6988 5.0113 2.1519 0.01 0.03 -0.03
H -0.9969 4.0377 3.8682 -0.02 -0.01 0.03
H -1.6131 2.3712 3.8391 -0.04 0.00 0.00
H -2.2191 3.5630 2.6554 -0.04 0.01 0.05
C 2.9119 -0.1145 3.2645 0.01 0.03 -0.21
C 3.8362 0.6070 2.3043 0.10 -0.15 0.43
C 5.2177 -0.0136 2.2301 -0.12 0.11 -0.26
O 3.2195 0.7070 0.9583 -0.16 -0.29 -0.06
P 2.6622 -0.3845 0.0012 1.13 0.65 -0.80
S 2.9039 0.1790 -1.8734 -0.26 -0.58 0.83
S 0.5945 -0.6360 0.2061 -0.52 -0.12 -0.08
O 3.2673 -1.7468 0.4776 -0.28 0.38 -0.04
C 2.7849 -3.1106 0.2054 0.04 -0.52 -0.12
C 2.9863 -3.4735 -1.2528 0.00 0.20 0.12
C 3.5491 -4.0083 1.1552 -0.01 0.20 -0.01
H 3.3373 -0.0706 4.2665 -0.01 0.00 0.01
H 2.8152 -1.1642 2.9796 0.00 0.02 0.07
H 1.9254 0.3457 3.2837 -0.05 0.05 0.03
H 3.9269 1.6579 2.5734 -0.08 0.00 -0.02
H 5.1597 -1.0874 2.0743 0.02 -0.07 -0.03
H 5.7425 0.1687 3.1673 -0.05 0.03 0.03
H 5.7981 0.4375 1.4251 0.02 -0.01 0.03
H 1.7216 -3.1335 0.4546 0.01 0.13 0.05
H 4.0440 -3.4313 -1.5125 -0.01 0.01 -0.03
H 2.4363 -2.7945 -1.9048 0.03 -0.03 -0.07
H 2.6285 -4.4887 -1.4238 0.01 -0.01 0.04
H 4.6139 -3.9856 0.9226 0.00 -0.02 0.01
H 3.1926 -5.0325 1.0564 0.00 -0.01 -0.01
H 3.4044 -3.6875 2.1866 0.01 -0.05 0.01

---

91
Properties=species:S:1:pos:R:3:forces:R:3 method="wB97M-V/def2-TZVPD" e_homo_ev=-5.40 total_charge=-1 e_lumo_ev=-4.28
C 0.9314 0.3687 -4.9496 -0.12 -0.48 -0.49
C 2.0390 -0.6711 -4.7704 -0.09 -0.44 0.69
C 1.4991 -2.1071 -4.3317 -0.01 0.85 -0.21
C 0.1714 -2.5796 -5.0756 1.27 -1.46 1.26
C -0.4290 -3.7233 -4.2042 0.35 1.01 -0.43
C -1.5560 -3.1051 -3.3583 0.59 -0.08 1.24
C -1.1668 -1.9186 -2.4367 0.13 -0.19 -0.24
C -0.2441 -2.1201 -1.2261 -0.36 0.57 -0.43
C -0.8998 -1.9417 0.1306 0.94 -0.60 0.84
C 0.2379 -1.7227 1.1511 -1.02 0.92 -0.35
C -0.2211 -1.0397 2.4528 0.16 -1.08 -0.14
C -0.5205 -2.1084 3.5313 1.13 0.24 -0.27
C -0.1920 -1.6737 4.9681 -1.34 -1.44 -1.74
S -0.6121 -3.1186 6.0403 -1.57 -1.26 1.71
C 0.5756 -4.4560 5.8728 -0.03 0.23 -0.08
O -0.7449 -2.6419 7.4101 1.33 0.83 0.13
O -1.8593 -3.6604 5.5960 -0.11 0.16 -1.25
O -1.2652 -0.7400 5.2746 1.20 0.69 1.09
S -0.7174 0.7374 5.2846 -0.63 0.96 -1.03
O -1.1858 1.5019 4.2132 -0.26 0.17 -1.07
O -1.0141 1.3515 6.5613 0.79 -0.82 -2.59
O 0.8304 0.4111 4.9770 -0.22 0.07 0.66
C 1.1697 -0.9873 5.1411 -0.30 0.42 1.81
Cl 2.4122 -1.4916 3.9789 -0.53 -0.15 -0.79
P 2.0662 -0.9738 6.8487 1.72 0.17 -0.43
O 3.4742 -0.6872 6.5983 0.67 0.06 -0.44
O 1.9820 -2.3478 7.6640 -0.88 1.24 0.37
O 1.5232 0.2824 7.7298 -0.27 -1.07 -0.22
H 1.1827 1.3348 -4.5349 0.21 0.21 -0.17
H 0.0032 0.0692 -4.4783 -0.03 -0.04 0.28
H 0.6981 0.4372 -6.0093 -0.12 0.42 -0.12
H 2.7007 -0.6726 -5.6776 -0.49 0.11 0.61
H 2.6787 -0.3312 -3.9619 0.28 -0.08 0.07
H 1.4227 -2.1402 -3.2534 -0.47 0.11 0.11
H 2.2986 -2.8567 -4.6084 -2.23 1.38 5.61
H 0.4132 -3.0322 -6.0728 -0.92 0.75 0.56
H -0.5818 -1.8086 -5.1460 0.20 0.37 -0.47
H 0.4599 -4.2500 -3.6124 -1.84 1.00 -1.03
H -0.8914 -4.4583 -4.8574 0.10 -0.39 0.04
H -2.3210 -2.7071 -4.0255 -0.10 -0.19 -0.26
H -2.0084 -3.8851 -2.7506 -0.14 -0.15 0.03
H -0.6891 -1.1687 -3.0624 -0.16 0.22 -0.12
H -2.0656 -1.4442 -2.0502 -0.33 -0.01 -0.24
H 0.5285 -1.3542 -1.2901 0.15 0.12 0.01
H 0.2768 -3.0554 -1.2585 0.19 -0.49 0.04
H -1.5812 -1.0947 0.1799 -0.16 0.09 -0.26
H -1.4126 -2.8529 0.4438 -0.50 0.00 -0.24
H 0.9307 -1.0280 0.6919 0.42 -0.15 -0.02
H 0.7649 -2.6494 1.3388 0.32 0.01 0.03
H -1.1252 -0.4633 2.2907 -0.06 0.26 -0.07
H 0.5821 -0.3672 2.7177 -0.06 0.20 0.23
H -1.5603 -2.3909 3.4429 -0.22 -0.14 0.50
H 0.0691 -3.0031 3.3377 0.11 -0.09 -0.20
H 1.1053 -4.4151 4.9254 0.14 0.07 -0.10
H -0.0194 -5.3640 5.8517 -0.29 -0.02 -0.06
H 1.2259 -4.5299 6.7327 0.22 0.23 0.06
H 1.4356 -2.2269 8.4605 -0.26 -0.67 -0.07
H 2.2804 0.8892 7.7785 0.14 -0.06 -0.12
K 2.5338 -2.9112 -6.1825 3.09 -1.67 -7.62
C 0.4064 4.6680 -3.6201 -0.04 0.18 0.25
Br 0.3578 5.6765 -5.2527 0.41 -0.13 -0.05
Br -0.9596 3.3021 -3.5918 -0.02 -0.08 -0.04
Br 2.1480 3.9258 -3.2878 -0.05 0.00 -0.07
H 0.1878 5.3613 -2.8127 0.01 0.07 -0.03
B 2.6535 7.5159 -1.3832 0.03 0.03 -0.03
F 2.5502 8.6904 -2.1452 -0.03 0.07 -0.06
F 3.6771 6.7024 -1.9114 0.00 -0.09 -0.03
F 2.9566 7.8419 -0.0501 -0.01 -0.01 0.13
F 1.4218 6.8148 -1.4287 0.00 -0.13 -0.07
Cs -0.7833 1.0959 8.8822 -0.69 -0.05 3.75
C -3.0365 5.6969 -6.2786 0.26 -0.05 -0.18
O -4.0894 6.6772 -6.2182 0.03 -0.02 -0.12
C -4.3582 7.0867 -4.9852 0.41 -0.17 -0.10
O -3.8316 6.6869 -3.9761 -1.21 0.16 0.06
O -5.3158 8.0159 -5.0352 -0.15 0.10 -0.01
C -5.6854 8.5334 -3.7544 -0.10 0.16 0.10
H -2.9190 5.4231 -7.3244 -0.19 0.14 -0.07
H -2.0957 6.1131 -5.9158 -0.36 -0.09 0.17
H -3.3049 4.8108 -5.7069 0.07 0.09 0.17
H -4.8352 9.0133 -3.2746 0.05 -0.12 0.05
H -6.0793 7.7424 -3.1196 0.11 -0.04 0.04
H -6.4626 9.2722 -3.9298 0.00 -0.02 -0.17
Br 0.7040 -5.3668 -2.0637 0.59 -1.20 0.90
Be 3.3973 -3.3189 5.6823 0.69 -0.26 -0.44
F -1.8997 6.3157 -3.2727 0.73 -0.14 0.08
B 3.2993 -7.5158 5.5578 -0.02 -0.33 -0.10
F 3.9170 -6.6318 4.6492 -0.08 0.39 0.11
F 3.9622 -7.4723 6.7941 -0.05 0.21 0.09
F 1.9386 -7.1125 5.7409 -0.01 0.32 0.07
F 3.3261 -8.8104 5.0430 -0.04 -0.04 0.01
F 3.1332 -1.8609 1.5577 -0.09 0.12 0.95